The molecule C6H13BClN2O2PS in a non-equilibrium geometry. Source: OMol25; level of theory: the ωB97M-V functional and the def2-TZVPD basis.

The geometry in ORCA input format:
```
! wB97M-V def2-TZVPD RIJCOSX def2/J DEFGRID3
* xyz 0 1
C 3.689 -0.084 -0.650
C 2.743 1.236 -0.874
B 1.489 1.350 0.231
O 1.270 2.732 0.785
C 0.523 0.093 0.669
N -0.226 0.167 2.013
C -1.694 -0.294 1.902
O -2.721 -0.059 2.724
C -1.643 -1.109 0.448
Cl -0.815 -2.720 0.975
P -3.280 -1.771 -0.311
N -4.582 -1.521 0.632
C -0.740 -0.003 -0.372
S -0.443 -0.212 -2.210
H 3.460 -0.858 -1.512
H 4.831 0.227 -0.806
H 3.618 -0.570 0.412
H 3.452 2.195 -0.839
H 2.328 1.189 -1.975
H 2.097 3.266 0.515
H 1.270 -0.800 0.783
H -0.147 1.083 2.523
H -3.154 -3.209 -0.487
H -3.488 -1.182 -1.639
H -5.227 -0.945 0.018
H -1.349 0.999 -0.149
H -1.260 0.801 -2.807
*
```

Results
SMILES: CCB(O)[C@H]1NC(=O)[C@@](Cl)([PH2]=N)[C@@H]1S

Charges in e, computed with Löwdin, in the same order as the atoms: number 1, C, carries -0.151; number 2, C, carries -0.181; number 3, B, carries -0.301; number 4, O, carries 0.008; number 5, C, carries -0.253; number 6, N, carries 0.037; number 7, C, carries -0.306; number 8, O, carries -0.021; number 9, C, carries -0.735; number 10, Cl, carries 0.557; number 11, P, carries 0.686; number 12, N, carries -0.334; number 13, C, carries -0.581; number 14, S, carries 0.687; number 15, H, carries 0.088; number 16, H, carries 0.088; number 17, H, carries 0.078; number 18, H, carries 0.109; number 19, H, carries 0.095; number 20, H, carries 0.110; number 21, H, carries 0.130; number 22, H, carries 0.140; number 23, H, carries 0.001; number 24, H, carries 0.005; number 25, H, carries -0.034; number 26, H, carries 0.160; number 27, H, carries -0.081


The ion C11H8ClN3O with charge +2. Source: OMol25; level of theory: the ωB97M-V functional and the def2-TZVPD basis.

The geometry in ORCA input format:
```
! wB97M-V def2-TZVPD RIJCOSX def2/J DEFGRID3
* xyz 2 1
O 5.595 -1.700 -0.415
C 4.981 -0.740 -0.476
N 4.393 0.362 -0.581
N 2.990 0.256 -0.400
C 2.485 0.462 0.822
C 1.122 0.402 1.014
C 0.273 0.134 -0.057
C -1.210 0.058 0.130
C -1.778 0.036 1.407
C -3.139 -0.016 1.564
N -3.942 -0.037 0.489
Cl -5.618 -0.068 0.707
C -3.444 -0.033 -0.755
C -2.086 0.007 -0.957
C 0.853 -0.038 -1.315
C 2.217 0.028 -1.471
H 3.195 0.673 1.607
H 0.775 0.586 2.016
H -1.162 0.043 2.290
H -3.609 -0.040 2.535
H -4.140 -0.065 -1.578
H -1.733 0.006 -1.974
H 0.255 -0.226 -2.190
H 2.728 -0.091 -2.413
*
```

Charges in e, computed with Löwdin, in the same order as the atoms: number 1, O, carries 0.323; number 2, C, carries -0.190; number 3, N, carries 0.188; number 4, N, carries -0.061; number 5, C, carries 0.059; number 6, C, carries 0.063; number 7, C, carries -0.092; number 8, C, carries -0.086; number 9, C, carries 0.057; number 10, C, carries -0.028; number 11, N, carries -0.449; number 12, Cl, carries 0.914; number 13, C, carries -0.030; number 14, C, carries 0.059; number 15, C, carries 0.064; number 16, C, carries 0.059; number 17, H, carries 0.166; number 18, H, carries 0.131; number 19, H, carries 0.130; number 20, H, carries 0.150; number 21, H, carries 0.150; number 22, H, carries 0.130; number 23, H, carries 0.129; number 24, H, carries 0.167


Taking the records one at a time from the top gives total energy values of -46826.79050; -30558.24302 eV.
Taking the records one at a time from the top gives LUMO values of -0.033; -8.910 eV.